No. 1
13
Properties=species:S:1:pos:R:3:forces:R:3:lowdin_charge:R:1 method="wB97M-V/def2-TZVPD" relative_energy_kcal_mol=84.1 orbital_gap_ev=10.54 lumo_ev=0.71 mol_weight_da=124.1 e_homo_ev=-9.83
C 2.678502 -0.503106 -0.872660 2.83 -1.89 -0.24 0.14
C 1.695318 0.103827 -0.685930 -2.03 2.04 0.31 -0.03
C 0.437653 0.602749 -0.215487 -3.38 -0.56 -0.35 -0.47
N -0.777080 0.138131 -1.019648 4.33 -0.26 2.28 0.21
C -1.713794 -0.384044 -0.251080 0.50 0.25 1.15 -0.60
O -2.770466 -0.816621 -0.555340 -2.18 -0.82 -0.50 0.11
N -1.231009 -0.320472 1.059203 0.81 -0.09 2.64 0.15
C 0.022854 0.313888 1.168873 -2.10 1.36 -3.33 -0.01
O 0.070836 1.802762 0.390246 1.20 -1.27 1.24 0.02
H 3.537427 -1.140721 -0.882351 -0.09 0.29 -0.32 0.05
H -0.880035 0.468842 -1.900397 -0.69 0.80 -3.08 0.12
H -1.822379 -0.654701 1.838877 0.72 0.62 -0.88 0.17
H 0.752168 0.389471 1.925694 0.09 -0.47 1.08 0.15

=====

No. 2
71
Properties=species:S:1:pos:R:3:forces:R:3:lowdin_charge:R:1 method="wB97M-V/def2-TZVPD" relative_energy_kcal_mol=0.0 orbital_gap_ev=7.76 lumo_ev=0.27 mol_weight_da=664.2 e_homo_ev=-7.49
C -5.130613 -0.124171 5.702915 -0.01 -0.05 0.27 -0.01
C -4.675107 0.626740 4.457838 -0.47 0.01 -0.19 -0.44
C -5.862196 1.342691 3.841024 -0.25 0.50 0.03 -0.01
O -4.290169 -0.380777 3.488947 0.38 0.69 -0.10 0.15
B -2.978631 -0.142706 3.218186 1.60 -4.01 2.28 -0.50
C -2.044626 -1.796878 3.239141 -2.09 3.45 -1.74 -0.10
C -0.645747 -1.370603 3.162756 1.83 -1.23 -0.61 -0.11
C 0.213067 -1.714635 2.157449 -1.14 -0.05 1.07 -0.06
C 1.482150 -1.073727 1.880656 1.07 0.23 -0.03 -0.22
C 2.459875 -1.773816 1.130453 -0.27 0.63 0.47 -0.03
C 3.686559 -1.189688 0.836745 0.03 0.44 0.08 -0.12
C 3.935785 0.136994 1.229816 -0.99 -0.44 0.25 -0.70
Br 5.546211 0.981926 0.713233 -0.01 -0.02 0.07 0.72
C 2.973134 0.849933 1.965429 0.29 -0.23 -0.09 -0.12
C 1.766018 0.241855 2.314231 0.24 -0.63 -0.40 -0.02
C -2.654675 -2.219925 1.921883 -0.09 -0.71 -0.27 -0.23
C -3.394602 -3.392400 1.704927 0.21 0.42 -0.36 -0.02
C -3.846984 -3.726625 0.417277 0.15 0.48 -0.30 -0.11
C -3.569266 -2.881932 -0.667933 0.34 0.01 0.97 -0.70
Br -4.128723 -3.345708 -2.417900 0.03 -0.02 0.10 0.72
C -2.875969 -1.678640 -0.458626 -0.26 -0.24 0.54 -0.10
C -2.492104 -1.334085 0.839601 -0.09 -0.61 -0.69 -0.05
O -2.392171 0.961406 3.729928 -0.54 0.14 -0.12 0.15
C -3.371612 1.522310 4.661523 0.01 0.50 -0.16 -0.43
C -3.515249 2.996193 4.319510 -0.34 0.28 -0.05 -0.02
C -2.753178 1.454274 6.046194 0.07 -0.20 0.34 -0.02
H -5.509843 0.585768 6.447961 0.10 -0.15 -0.05 0.10
H -5.949286 -0.811127 5.447964 0.24 0.23 -0.05 0.10
H -4.324855 -0.717093 6.154985 -0.23 0.17 -0.16 0.09
H -6.235680 2.130290 4.509508 0.07 -0.09 -0.19 0.10
H -5.597621 1.790759 2.872296 -0.13 -0.16 0.31 0.10
H -6.680324 0.625157 3.687211 0.31 0.16 -0.01 0.10
H -2.376940 -2.323575 4.132479 -0.09 0.23 -0.13 0.11
H -0.245917 -0.829767 4.024535 -0.24 0.42 -0.38 0.12
H -0.030054 -2.563715 1.507080 -0.27 0.56 -0.04 0.14
H 2.239100 -2.790193 0.808182 0.12 0.17 0.03 0.12
H 4.446006 -1.750474 0.297472 -0.14 0.14 0.04 0.10
H 3.172954 1.880831 2.256556 -0.02 -0.27 -0.06 0.10
H 1.014028 0.770463 2.901039 0.22 0.02 -0.26 0.11
H -3.639332 -4.037592 2.546578 0.12 0.07 -0.37 0.09
H -4.391921 -4.651804 0.249276 0.03 0.19 0.06 0.10
H -2.639298 -1.024427 -1.290154 -0.18 -0.02 0.07 0.10
H -2.012499 -0.365711 1.014883 0.06 -0.29 -0.15 0.13
H -4.149787 3.498966 5.062093 0.05 -0.11 -0.22 0.10
H -2.526118 3.466000 4.375662 -0.20 -0.14 -0.12 0.10
H -3.941922 3.163685 3.324287 0.18 -0.04 0.21 0.09
H -3.402879 1.974401 6.765238 0.18 -0.26 -0.11 0.10
H -2.579981 0.424713 6.386826 -0.02 0.32 -0.09 0.09
H -1.791238 1.980177 6.026265 -0.19 -0.14 -0.01 0.10
F 5.206256 -6.308179 2.580410 -0.31 0.89 -0.32 0.12
C 4.643787 -5.092529 2.307852 0.60 0.11 -0.39 -0.52
F 4.538832 -4.997932 0.938106 0.19 -0.20 0.99 0.10
F 5.539773 -4.130356 2.686205 -0.61 -0.90 -0.31 0.11
C 3.305315 -4.923912 2.963327 0.45 0.07 -0.06 -0.14
C 3.082067 -3.798458 3.751830 -0.07 -0.15 -0.06 -0.01
C 1.824016 -3.600780 4.292246 -0.30 -0.04 0.04 -0.02
C 0.785572 -4.515545 4.054276 0.76 -0.17 -0.16 -0.18
C -0.531445 -4.268775 4.660732 -0.45 0.23 0.43 -0.25
C -1.751795 -5.004860 4.172190 -0.11 0.04 -0.30 -0.13
C -1.172148 -5.355602 5.491038 0.13 -0.40 0.38 -0.09
C 1.052663 -5.663795 3.285369 0.15 0.20 -0.03 -0.01
C 2.312960 -5.872899 2.729917 -0.17 0.29 0.25 0.00
H 3.885162 -3.084044 3.929920 -0.26 -0.20 -0.10 0.13
H 1.633349 -2.703159 4.890180 0.00 -0.38 -0.21 0.12
H -0.675130 -3.257126 5.052575 0.11 -0.39 -0.27 0.13
H -2.697191 -4.476191 4.195450 0.18 -0.11 -0.06 0.08
H -1.612626 -5.684359 3.330695 -0.18 0.24 0.25 0.10
H -0.620384 -6.290601 5.586431 -0.17 0.24 0.07 0.11
H -1.741688 -5.033818 6.359992 0.24 -0.19 -0.07 0.11
H 0.272471 -6.399420 3.093027 0.17 0.18 0.10 0.11
H 2.523411 -6.758730 2.127805 -0.08 0.30 0.16 0.13